A molecular structure, C31H38AsLaO in a non-equilibrium geometry, computed with the ωB97M-V functional and the def2-TZVPD basis.

Output
DFT total energy = -3546.003355 Ha
Net charge = +2
HOMO-LUMO gap (spin up / spin down) = 4.90 / 4.54 eV
LUMO energy (spin up / spin down) = -8.9 / -8.8 eV
Strongest force on any atom = 2.77 eV Å⁻¹

Geometry (Å):
C1 -2.1723 -0.6361 -0.8398
H1 -2.9601 -0.4322 -0.1031
H2 -2.3107 -0.0275 -1.7408
H3 -1.2359 1.2386 0.3867
C2 -1.9495 -2.1132 -1.1164
H4 -0.8944 -2.3044 -1.4119
H5 -2.0929 -2.6763 -0.1784
C3 -2.8496 -2.7565 -2.2078
H6 -2.6508 -3.8274 -2.3453
H7 -3.9027 -2.6531 -1.9288
H8 -2.7031 -2.2675 -3.1771
C4 2.4450 0.5581 -0.3205
C5 2.2049 -0.4528 -1.3120
C6 1.1824 0.0265 -2.1881
C7 0.7949 1.3274 -1.7385
C8 1.5724 1.6529 -0.5857
C9 1.5293 2.9366 0.1658
C10 -0.1985 2.2183 -2.4056
C11 0.5698 -0.6927 -3.3404
C12 2.7633 -1.8328 -1.2851
C13 3.3519 0.4456 0.8541
La1 0.0471 -0.4809 0.2847
H9 -0.6216 2.9353 -1.6891
H10 0.2310 2.8045 -3.2473
H11 -1.0275 1.6223 -2.8192
H12 0.6136 3.4995 -0.0512
H13 1.5709 2.7652 1.2481
H14 2.3850 3.5887 -0.0906
H15 3.4689 -0.5970 1.1930
H16 4.3657 0.8053 0.5952
H17 3.0121 1.0578 1.7084
H18 2.1660 -2.5377 -1.8897
H19 3.7832 -1.8454 -1.7109
H20 2.8578 -2.2497 -0.2605
H21 -0.5064 -0.4757 -3.4344
H22 1.0337 -0.4043 -4.2986
H23 0.6959 -1.7761 -3.2419
O1 -0.0303 -0.7225 2.4119
As1 -0.8471 -0.1287 3.8405
C14 -2.7275 -0.2766 3.3887
C15 -3.3211 0.5720 2.4483
C16 -4.6795 0.4415 2.1413
C17 -5.4420 -0.5387 2.7821
C18 -4.8438 -1.4015 3.7128
C19 -3.4819 -1.2739 4.0112
C20 -0.2298 -1.4253 5.1068
C21 0.3629 -0.9935 6.3051
C22 0.7903 -1.9449 7.2384
C23 0.6011 -3.3077 6.9865
C24 0.0032 -3.7302 5.7959
C25 -0.4053 -2.7898 4.8460
C26 -0.1433 1.6529 4.0066
C27 -1.0267 2.7396 4.0362
C28 -0.5216 4.0260 4.2562
C29 0.8505 4.2125 4.4481
C30 1.7281 3.1271 4.3786
C31 1.2342 1.8446 4.1394
H24 -2.7291 1.3348 1.9479
H25 -5.1246 1.1097 1.4073
H26 -6.5025 -0.6285 2.5572
H27 -5.4336 -2.1662 4.2155
H28 -2.9981 -1.9291 4.7391
H29 0.4304 0.0755 6.5196
H30 1.2391 -1.6078 8.1722
H31 0.9024 -4.0414 7.7324
H32 -0.1780 -4.7881 5.6117
H33 -0.9138 -3.1189 3.9335
H34 -2.0962 2.5662 3.9133
H35 -1.2129 4.8701 4.2985
H36 1.2345 5.2125 4.6619
H37 2.8004 3.2680 4.5320
H38 1.9085 0.9825 4.0944

Quick look at the Löwdin charges, all values in e: -0.2016 0.0439 0.0698 0.1266 -0.3639 0.0669 0.1109 -0.0549 0.0943 0.0894 0.0839 -0.3173 -0.3249 -0.2923 -0.2783 -0.3233 -0.0225 -0.0224 -0.0219 -0.0275 -0.0202 1.9058 0.0787 0.1199 0.0737 0.0798 0.0643 0.1128 0.0876 0.1149 0.0733 0.0846 0.1156 0.0891 0.0767 0.1144 0.0773 -0.7483 1.3280 -0.3006 -0.1434 -0.0589 -0.0374 -0.0366 -0.0785 -0.3202 -0.0807 -0.0475 -0.0411 -0.0511 -0.1058 -0.3214 -0.0842 -0.0448 -0.0407 -0.0564 -0.1145 0.0693 0.1207 0.1218 0.1218 0.1032 0.1083 0.1203 0.1217 0.1189 0.1101 0.0997 0.1223 0.1244 0.1232 0.1156